1.
A molecular structure, C21H24BMnO3 in a non-equilibrium geometry. Source: the Open Molecules 2025 dataset; level of theory: ωB97M-V/def2-TZVPD.

XYZ file:
```
50
Properties=species:S:1:pos:R:3
Mn -0.123 -0.678 -0.787
C 0.186 -2.152 0.766
C -0.853 -1.321 1.429
C -1.978 -1.210 0.608
H -0.766 -0.886 2.424
C -1.772 -1.988 -0.581
C -0.482 -2.622 -0.493
H -0.164 -3.476 -1.092
H 0.870 -2.844 1.277
H -2.918 -0.717 0.859
H -2.542 -2.145 -1.346
C 1.605 0.178 -1.808
C 1.336 -1.184 -2.206
C 0.011 -1.215 -2.786
H 2.040 -2.014 -2.198
C -0.542 0.109 -2.700
C 0.442 0.965 -2.084
H 0.372 2.048 -1.993
H 2.565 0.593 -1.490
H -0.473 -2.065 -3.272
H -1.479 0.443 -3.141
O -1.631 1.563 -0.251
C -2.847 2.146 -0.847
C -3.190 2.873 0.461
C -3.824 1.088 -1.265
C -2.497 3.088 -1.966
C -1.881 2.288 0.985
H -4.078 2.497 0.966
H -3.205 3.958 0.386
H -1.112 3.049 1.161
H -1.983 1.586 1.820
H -4.691 1.565 -1.730
H -4.162 0.498 -0.407
H -3.384 0.401 -1.999
H -3.371 3.696 -2.228
H -2.191 2.531 -2.856
H -1.678 3.760 -1.678
O 1.642 -0.268 1.763
B 1.519 -1.045 0.530
O 2.847 -1.506 0.140
C 3.654 -1.166 1.189
C 4.900 -1.695 1.469
C 5.388 -1.605 2.774
C 4.618 -1.002 3.773
C 3.375 -0.424 3.495
C 2.915 -0.489 2.190
H 5.431 -2.200 0.667
H 6.369 -2.030 3.006
H 4.992 -0.991 4.800
H 2.740 0.013 4.266
```

Results
- net charge = -2
- HOMO-LUMO gap (alpha / beta) (eV) = 1.589 / 3.721
- HOMO energy (alpha / beta) (eV) = 3.0660 / 0.8791
- <S²> = 6.338
- LUMO level (alpha / beta) (eV) = 4.655 / 4.600
- spin multiplicity = 5

These are the natural (NBO) partial charges, in e, on atoms 1 to 6: 0.41, -0.54, -0.34, -0.24, 0.22, -0.39

---

2.
A molecular structure, C21H24BiBr2N4O4Se. Source: the Open Molecules 2025 dataset; level of theory: ωB97M-V/def2-TZVPD.

XYZ file:
```
57
Properties=species:S:1:pos:R:3
Bi 0.562 -0.339 0.689
C -0.547 -2.435 3.374
C -0.435 -3.200 2.074
O -0.862 -2.399 0.940
C -2.294 -2.239 0.845
C -2.567 -1.007 0.011
O -1.710 0.047 0.520
C -2.246 1.341 0.903
C -1.759 1.623 2.306
O -0.341 1.371 2.332
C 0.206 1.152 3.656
C -0.190 -0.204 4.202
O 0.075 -1.164 3.175
H -0.042 -2.999 4.163
H -1.585 -2.285 3.682
H -1.020 -4.120 2.112
H 0.602 -3.460 1.869
H -2.713 -2.117 1.844
H -2.729 -3.126 0.381
H -3.608 -0.705 0.108
H -2.333 -1.152 -1.043
H -3.334 1.304 0.874
H -1.895 2.076 0.180
H -2.264 0.967 3.016
H -1.952 2.662 2.582
H -0.115 1.951 4.326
H 1.288 1.223 3.535
H -1.248 -0.247 4.472
H 0.395 -0.420 5.099
Se 0.653 2.549 -6.713
N 0.459 0.920 -6.049
C 0.505 1.033 -4.744
C 0.387 -0.098 -3.837
C 0.242 -1.416 -4.288
C 0.158 -2.441 -3.369
C 0.214 -2.135 -2.017
N 0.340 -0.880 -1.574
C 0.436 0.138 -2.464
C 0.620 1.489 -1.938
N 0.671 1.641 -0.594
C 0.895 2.854 -0.078
C 1.057 3.980 -0.873
C 0.984 3.845 -2.243
C 0.763 2.578 -2.797
C 0.691 2.351 -4.231
N 0.801 3.307 -5.121
H 0.206 -1.604 -5.354
H 0.055 -3.470 -3.681
H 0.148 -2.910 -1.266
H 0.934 2.923 1.001
H 1.237 4.939 -0.410
H 1.100 4.694 -2.905
Br 3.722 0.483 0.546
C 4.405 -1.321 0.711
Br 3.030 -2.640 0.383
H 4.774 -1.456 1.720
H 5.174 -1.451 -0.041
```

Results
- net charge = +3
- HOMO-LUMO gap (eV) = 7.164
- energy above the lowest of the compared OMol25 structures with the same formula, charge and spin (kJ/mol) = 0.0
- HOMO energy (eV) = -16.7489
- LUMO level (eV) = -9.585

These are the natural (NBO) partial charges, in e, on atoms 1 to 6: 2.09, -0.10, -0.10, -0.62, -0.10, -0.08

---

3.
A molecular structure, C21H24Br2LiO3. Source: the Open Molecules 2025 dataset; level of theory: ωB97M-V/def2-TZVPD.

XYZ file:
```
51
Properties=species:S:1:pos:R:3
Li 0.136 1.004 -0.911
C 3.482 -5.728 -2.818
C 2.391 -4.960 -3.579
C 1.125 -5.817 -3.590
C 2.848 -4.759 -5.031
C 2.152 -3.603 -2.915
C 0.936 -3.224 -2.359
C 0.820 -1.982 -1.767
Br -0.878 -1.480 -1.039
C 1.847 -1.007 -1.674
O 1.643 0.133 -1.110
C 3.095 -1.418 -2.237
C 3.188 -2.672 -2.830
C 4.363 -0.542 -2.237
C 5.502 -1.294 -1.527
C 4.208 0.809 -1.530
C 4.783 -0.255 -3.687
H 3.656 -6.708 -3.276
H 3.189 -5.878 -1.776
H 4.427 -5.180 -2.823
H 1.332 -6.768 -4.088
H 0.311 -5.324 -4.127
H 0.779 -6.039 -2.577
H 3.024 -5.726 -5.515
H 3.775 -4.184 -5.082
H 2.089 -4.219 -5.601
H 0.073 -3.875 -2.380
H 4.146 -2.950 -3.259
H 5.229 -1.502 -0.490
H 6.410 -0.683 -1.528
H 5.736 -2.245 -2.009
H 3.913 0.692 -0.488
H 3.458 1.439 -2.004
H 5.178 1.318 -1.568
H 5.006 -1.170 -4.240
H 5.678 0.376 -3.702
H 3.986 0.272 -4.216
Br -0.805 6.047 1.648
C -0.531 4.304 2.355
C -0.006 4.239 3.639
C 0.242 3.008 4.226
C -0.019 1.846 3.514
C -0.524 1.934 2.226
C -0.804 3.159 1.618
C -1.420 3.150 0.218
O -2.433 3.813 0.041
O -0.813 2.401 -0.615
H 0.210 5.156 4.170
H 0.648 2.962 5.229
H 0.181 0.876 3.953
H -0.716 1.028 1.664
```

Results
- net charge = -1
- HOMO-LUMO gap (eV) = 7.184
- energy above the lowest of the compared OMol25 structures with the same formula, charge and spin (kJ/mol) = 0.0
- HOMO energy (eV) = -4.6790
- LUMO level (eV) = 2.505

These are the natural (NBO) partial charges, in e, on atoms 1 to 6: 0.91, -0.60, -0.08, -0.60, -0.60, -0.01

---

4.
A single C21H24N2O2S molecule in a non-equilibrium geometry. Source: the Open Molecules 2025 dataset; level of theory: ωB97M-V/def2-TZVPD.

XYZ file:
```
50
Properties=species:S:1:pos:R:3
C -5.342 -2.950 0.739
C -4.550 -1.633 0.538
C -3.279 -1.426 -0.045
C -2.741 -0.326 -0.134
C -3.389 0.681 0.208
C -4.736 0.669 0.972
C -5.405 -0.595 1.179
H -6.324 -0.507 1.327
H -5.229 1.670 1.192
C -2.695 2.154 0.271
N -1.909 2.510 -0.840
C -0.655 2.734 -0.842
O -0.021 2.768 0.208
C 0.261 2.682 -2.003
H -0.368 2.132 -2.962
H 0.443 3.580 -2.198
C 1.543 1.600 -1.761
C 1.074 0.352 -1.181
O 0.257 -0.093 -1.776
N 1.850 -0.091 -0.166
C 2.931 0.451 0.282
C 2.729 1.763 1.199
C 3.921 2.328 1.770
C 5.075 1.590 1.922
C 5.259 0.482 0.889
C 4.267 -0.221 0.438
S 4.447 -2.004 -0.309
C 2.764 -2.217 -0.764
C 2.536 -3.895 -0.303
H 1.672 -4.269 -0.644
H 2.754 -3.916 0.603
H 3.350 -4.443 -1.072
C 1.738 -1.504 0.048
H 0.676 -1.961 -0.301
H 1.784 -1.755 1.110
H 2.649 -2.005 -1.769
H 6.217 -0.231 0.995
H 5.981 1.982 2.537
H 3.797 3.204 2.237
H 1.777 2.301 1.135
H 2.089 1.512 -2.609
H 2.054 2.357 -0.912
H -2.300 1.927 -1.710
H -2.161 2.226 1.194
H -3.594 3.057 0.168
H -1.658 -0.306 -0.565
H -2.862 -2.511 -0.351
H -4.846 -3.811 -0.014
H -5.237 -3.260 1.556
H -6.591 -2.782 0.519
```

Results
- HOMO-LUMO gap (eV) = 8.297
- energy above the lowest of the compared OMol25 structures with the same formula, charge and spin (kJ/mol) = 1562.5
- HOMO energy (eV) = -7.7649
- LUMO level (eV) = 0.533

These are the natural (NBO) partial charges, in e, on atoms 1 to 6: -0.52, 0.02, -0.19, -0.30, -0.01, -0.17